No. 1
The molecule CH3FNOPS. Source: the Open Molecules 2025 dataset; level of theory: ωB97M-V/def2-TZVPD.

Last column: natural (NBO) charge in e.
Element x y z (Å)
H: 0.277 -1.354 -1.488  0.3655
N: 0.168 -1.902 -0.691  -0.6968
C: 0.170 -1.309 0.399  0.4135
P: 0.704 0.558 0.756  0.1979
O: -0.184 -1.761 1.550  -0.6792
S: -0.992 -3.132 1.942  0.8980
F: -2.283 -2.430 2.565  -0.4701
H: 0.764 1.037 -0.587  -0.0229
H: -0.518 1.215 0.827  -0.0057

For the orbital gap, the calculation gives 0.359 hartree. The charge is 0.



No. 2
A cluster of 2 separate species, CH3FO2 in total. Source: the Open Molecules 2025 dataset; level of theory: ωB97M-V/def2-TZVPD.

Last column: natural (NBO) charge in e.
Element x y z (Å)
O: -0.189 0.985 0.139  -0.6324
C: 0.787 0.281 -0.158  0.6812
O: 0.982 -0.994 0.046  -0.6304
H: 1.519 0.812 -0.714  0.1361
H: 0.195 -1.376 0.441  0.5116
F: -2.418 0.118 -0.028  -0.6224
H: -1.629 0.683 0.092  0.5565

For the orbital gap, the calculation gives 0.454 hartree. The charge is 0.



No. 3
A structure of composition CH3FO3S2. Source: the Open Molecules 2025 dataset; level of theory: ωB97M-V/def2-TZVPD.

Last column: natural (NBO) charge in e.
Element x y z (Å)
C: -1.095 -0.359 -0.108  -0.7650
O: 0.919 0.900 1.254  -0.8632
O: 1.255 0.732 -1.189  -0.8951
O: 1.236 -1.379 0.046  -0.3219
F: 2.534 -1.199 0.497  -0.1058
S: -1.893 1.136 0.405  0.0783
S: 0.659 0.196 0.023  2.2326
H: -1.329 -0.756 -1.067  0.2586
H: -0.947 -1.116 0.633  0.2641
H: -1.340 1.846 -0.493  0.1174

For the orbital gap, the calculation gives 0.385 hartree. The charge is 0.



No. 4
The molecule CH3FOS. Source: the Open Molecules 2025 dataset; level of theory: ωB97M-V/def2-TZVPD.

Last column: natural (NBO) charge in e.
Element x y z (Å)
O: -0.590 1.236 0.497  -0.7169
C: 0.138 0.118 0.093  -0.2095
S: -1.064 -0.972 -0.753  0.5756
F: 0.038 -2.160 -1.103  -0.4859
H: -0.011 1.855 0.954  0.4840
H: 0.930 0.364 -0.627  0.1764
H: 0.560 -0.442 0.938  0.1764

For the orbital gap, the calculation gives 0.344 hartree. The charge is 0.



No. 5
The molecule CH3FOS2. Source: the Open Molecules 2025 dataset; level of theory: ωB97M-V/def2-TZVPD.

Last column: natural (NBO) charge in e.
Element x y z (Å)
C: 0.957 0.130 -0.007  -0.8425
S: -0.858 -0.090 0.133  1.7565
O: -1.097 -1.053 1.212  -0.8757
F: -1.029 -0.971 -1.247  -0.5158
S: -1.984 1.316 -0.213  -0.3040
H: 1.091 1.033 -0.607  0.2492
H: 1.292 0.364 1.035  0.2552
H: 1.629 -0.730 -0.306  0.2771

For the orbital gap, the calculation gives 0.395 hartree. The charge is 0.



No. 6
A structure of composition CH3I2N2. Source: the Open Molecules 2025 dataset; level of theory: ωB97M-V/def2-TZVPD.

Last column: natural (NBO) charge in e.
Element x y z (Å)
C: -0.480 0.785 -0.782  0.1732
N: 0.186 -0.291 -0.905  -0.7349
N: -1.133 1.306 1.151  -0.7390
I: -1.074 2.127 -2.169  0.3700
I: -2.327 2.831 0.996  0.7011
H: 0.392 -0.862 -0.087  0.4374
H: 0.525 -0.656 -1.800  0.4230
H: -0.234 1.557 1.564  0.3692

As for the spin multiplicity: 3. For the orbital gap (spin up / spin down), the calculation gives 0.270 / 0.247 hartree. The charge is +1.



The records above yield relative energy (zero: lowest compared OMol25 entry of this formula, charge and spin) values of 36.7, 1.9, 80.3, 22.0, 0.0, 58.1 kcal/mol, respectively.